Computed, not measured: a 2-piece molecular cluster, C30H42BNO2S overall at a distorted geometry, with ωB97M-V/def2-TZVPD.

E_HOMO in eV: -5.9324
Total energy in eV: -48886.6707
Max |F| in hartree/bohr: 0.084
Kohn-Sham gap in eV: 2.6

The geometry in ORCA input format:
```
! RIJCOSX wB97M-V def2-TZVPD def2/J DEFGRID3
* xyz 0 1
C 3.12128 -0.67938 -1.72159
C 2.03415 -0.95380 -2.69372
C 1.40270 -0.00375 -3.53077
C 0.86328 -0.38344 -4.82726
C 1.20460 -1.69206 -5.47193
C 0.05064 0.47937 -5.54310
C -0.22880 1.77925 -5.10023
C -1.17235 2.63408 -5.88538
C 0.39964 2.22683 -3.92712
C 1.20845 1.38982 -3.15996
C 1.88327 1.97760 -1.96353
H 3.74455 -1.58190 -1.62400
H 3.75628 0.15010 -2.07599
H 2.78829 -0.42875 -0.69580
H 1.89746 -2.01841 -2.93357
H 0.55565 -1.83273 -6.34403
H 2.24134 -1.71711 -5.83696
H 1.05842 -2.53664 -4.79495
H -0.36355 0.15476 -6.50274
H -1.28152 3.62808 -5.43944
H -0.84060 2.76011 -6.92675
H -2.17164 2.17578 -5.93657
H 0.27947 3.27515 -3.64271
H 1.65302 3.04665 -1.87590
H 1.56992 1.49600 -1.02426
H 2.97593 1.90831 -2.05540
C -3.32274 -1.81760 6.76516
C -2.23897 -1.49551 5.81189
C -1.07193 -0.80676 6.05639
C -0.27910 -0.60326 4.87624
C -0.87739 -1.08928 3.73509
B -0.32050 -1.09864 2.19393
C -0.62293 0.42981 1.59916
C -1.53138 0.63097 0.56199
C -1.73179 1.91181 0.03633
C -1.05782 3.03504 0.59568
N -1.23601 4.30032 0.10573
C -0.91438 5.48104 0.87413
C -1.86983 4.56698 -1.16554
C -0.18005 2.80683 1.68755
C 0.02751 1.51541 2.17174
O 1.07356 -1.38702 2.31297
C 1.17194 -2.75721 1.93898
C 2.56589 -2.93908 1.34289
C 0.93821 -3.63647 3.16417
C -0.08087 -2.91346 0.89418
C 0.20252 -2.26517 -0.45612
C -0.64237 -4.32278 0.75635
O -1.06963 -2.11162 1.52962
S -2.36387 -1.90157 4.11546
H -3.04631 -1.43187 7.75154
H -4.26103 -1.33851 6.45049
H -3.49518 -2.90015 6.84287
H -0.79298 -0.45893 7.04505
H 0.67529 -0.08063 4.89125
H -2.12037 -0.20352 0.16976
H -2.44748 2.04905 -0.77543
H -0.69886 5.22394 1.91243
H -0.04468 6.00212 0.45622
H -1.75933 6.17785 0.86384
H -1.81612 3.69619 -1.82771
H -2.92571 4.84942 -1.03573
H -1.35864 5.40255 -1.66062
H 0.34680 3.63940 2.15025
H 0.68947 1.37075 3.02419
H 2.70254 -3.93076 0.89386
H 2.78358 -2.17468 0.58560
H 3.30801 -2.83201 2.14336
H 1.08718 -4.69170 2.90472
H 1.64569 -3.36428 3.95640
H -0.08258 -3.49326 3.54776
H 0.82805 -2.89558 -1.09529
H -0.74312 -2.07941 -0.98258
H 0.69903 -1.29477 -0.31118
H 0.10142 -4.99611 0.31615
H -0.96288 -4.72680 1.72393
H -1.50975 -4.30497 0.08856
*
```


Computed, not measured: one molecule with the formula C6H7N, with ωB97M-V/def2-TZVPD.

E_HOMO in eV: -8.4868
Total energy in eV: -7821.9442
Max |F| in hartree/bohr: 0.006
Structure (SMILES): CC1=C[C@H]2[C@@H]3[C@H]2N13
Kohn-Sham gap in eV: 9.7

The geometry in ORCA input format:
```
! RIJCOSX wB97M-V def2-TZVPD def2/J DEFGRID3
* xyz 0 1
C 0.36962 1.99004 -0.77171
C 0.27355 0.57149 -0.33312
C 0.58033 -0.59561 -0.89409
C -0.01670 -1.60689 0.05274
C 0.03968 -0.99946 1.43493
C -1.19413 -0.93105 0.73450
N -0.42531 0.31522 0.93431
H 0.67604 2.06190 -1.81875
H 1.06339 2.56757 -0.15093
H -0.61788 2.45471 -0.66461
H 1.12361 -0.80474 -1.80614
H -0.00051 -2.68245 -0.10707
H 0.37418 -1.26641 2.42932
H -2.24163 -1.10323 0.94491
*
```


Computed, not measured: a 10-piece molecular cluster, C87H186N10O9 overall at a distorted geometry, with ωB97M-V/def2-TZVPD.

E_HOMO in eV: -8.1573
Total energy in eV: -126552.3568
Max |F| in hartree/bohr: 0.076
Structure (SMILES): CC1(C)CCCC(C)(C)N1O.CC1(C)CCCC(C)(C)N1O.CC1(C)CCCC(C)(C)N1O.CC1(C)CCCC(C)(C)N1O.CC1(C)CCCC(C)(C)N1O.CC1(C)CCCC(C)(C)N1O.CC1(C)CCCC(C)(C)N1O.CC1(C)CCCC(C)(C)N1O.CC1(C)CCCC(C)(C)N1O.CCN(CC)CC
Kohn-Sham gap in eV: 8.6

The geometry in ORCA input format:
```
! RIJCOSX wB97M-V def2-TZVPD def2/J DEFGRID3
* xyz 0 1
C 15.15184 26.97308 20.91170
C 14.70276 28.10500 20.05432
C 15.23050 29.47338 20.70630
C 15.40297 28.12543 18.67800
C 14.86273 26.99793 17.82894
C 13.35766 27.09225 17.70327
C 12.63958 27.10518 19.05416
C 11.19910 27.52138 18.79732
C 12.59197 25.68134 19.68509
N 13.28222 28.21046 19.75616
O 12.51332 28.51963 20.94431
H 16.23158 27.13476 21.11943
H 14.60970 26.93519 21.88596
H 14.90815 26.11510 20.39408
H 16.27101 29.56765 20.38704
H 14.58527 30.32598 20.34930
H 15.11493 29.60888 21.79276
H 15.17920 29.13522 18.37161
H 16.48404 28.07166 18.88443
H 15.28027 27.07498 16.77064
H 15.12088 26.00718 18.23143
H 13.01645 26.27108 17.12464
H 13.09361 27.95452 17.10667
H 10.90785 26.89677 18.01452
H 11.18585 28.53836 18.38235
H 10.58943 27.41735 19.69542
H 13.54157 25.20356 19.81979
H 11.88115 25.09885 19.05716
H 12.10572 25.77843 20.68280
H 12.34711 27.72768 21.41676
C 17.68098 24.54664 11.80125
C 17.56262 24.89128 13.24779
C 18.56233 24.26336 14.18743
C 17.62565 26.43883 13.51906
C 16.50108 27.19013 12.79960
C 15.13452 26.72476 13.34000
C 14.89603 25.23667 13.19255
C 13.77194 24.75704 14.08258
C 14.57588 24.93240 11.75559
N 16.13736 24.55957 13.77354
O 16.04717 23.14154 13.73966
H 17.11815 25.20115 11.15912
H 18.66729 24.67586 11.41266
H 17.38039 23.47211 11.57349
H 18.80792 23.27305 13.81203
H 19.41015 24.91988 14.44151
H 18.16982 24.05630 15.14193
H 17.52354 26.47771 14.65078
H 18.61418 26.76145 13.15475
H 16.67944 28.23135 12.92929
H 16.65439 26.99535 11.73284
H 14.34764 27.15693 12.78158
H 15.11366 27.16491 14.36974
H 12.79861 25.19081 13.80365
H 13.94978 25.11250 15.09763
H 13.64670 23.66356 14.15539
H 14.44095 23.86966 11.56087
H 15.35898 25.33606 11.12205
H 13.64455 25.48656 11.51733
H 15.84710 22.86667 14.63031
C 17.85492 20.55961 11.96968
C 16.58109 19.86435 11.53576
C 16.55495 19.80744 9.96966
C 16.49300 18.42303 12.12369
C 15.11643 17.76633 11.89188
C 14.00137 18.66122 12.42671
C 13.99546 20.05957 11.75974
C 13.43124 20.13406 10.36847
C 13.14245 20.99663 12.69377
N 15.39240 20.58629 12.00528
O 15.41315 21.92874 11.45927
H 17.87520 20.73068 13.05725
H 18.72089 19.87312 11.70521
H 18.01091 21.53428 11.49010
H 17.42486 19.35203 9.55680
H 15.69991 19.17903 9.67593
H 16.34843 20.79368 9.48600
H 17.39282 17.90305 11.79072
H 16.56334 18.49323 13.20496
H 14.89439 17.56084 10.84487
H 15.12846 16.84920 12.42444
H 14.14424 18.69182 13.47718
H 13.02738 18.18810 12.15309
H 13.65682 19.32055 9.69472
H 13.84520 21.13624 10.01966
H 12.36216 20.12610 10.52542
H 12.22663 20.52483 13.04891
H 12.96075 21.91788 12.11857
H 13.63800 21.34457 13.56196
H 15.58639 22.52887 12.23648
C 19.92960 16.12123 18.57587
C 21.33414 16.64546 18.14758
C 22.12279 17.09029 19.39510
C 22.15705 15.50378 17.56676
C 21.87185 15.15222 16.12039
C 21.80068 16.49240 15.32839
C 20.79376 17.49173 15.83086
C 20.87481 18.79082 15.01852
C 19.34804 16.86478 15.62861
N 21.26069 17.77724 17.20043
O 20.47206 18.76103 17.84214
H 19.61151 15.29799 17.95422
H 19.97490 15.88240 19.61659
H 19.28274 17.00410 18.41188
H 22.45060 16.23808 19.92544
H 22.98808 17.60578 19.03684
H 21.51857 17.82921 19.94825
H 23.21670 15.81528 17.72167
H 21.98416 14.71953 18.23975
H 22.69354 14.49478 15.67633
H 20.98516 14.54515 16.04152
H 21.68035 16.31293 14.26350
H 22.76007 17.00278 15.45248
H 20.06881 19.47238 15.33671
H 20.55906 18.44864 14.01417
H 21.88663 19.30247 14.86776
H 18.51591 17.51268 15.94860
H 19.31392 15.95245 16.16576
H 19.26646 16.77188 14.59435
H 21.09862 19.54099 17.96126
C 17.64396 21.57817 22.95598
C 17.11475 22.63513 23.88070
C 18.40278 23.36459 24.47637
C 16.21166 23.59149 23.03083
C 15.19365 24.44802 23.82139
C 14.50546 23.61413 24.86357
C 15.44777 22.76521 25.74811
C 16.12003 23.60781 26.88164
C 14.61282 21.68193 26.46698
N 16.28969 21.97240 24.83423
O 17.14207 21.08762 25.60442
H 16.83507 20.98649 22.54159
H 18.11062 22.14220 22.11287
H 18.37760 20.96560 23.42108
H 18.80745 22.64672 25.14658
H 19.05324 23.72145 23.64236
H 17.96941 24.23724 24.96676
H 16.95154 24.21056 22.47472
H 15.60806 22.92687 22.36019
H 15.72501 25.29154 24.21956
H 14.47291 24.83132 23.14608
H 13.69704 22.99256 24.40625
H 14.01194 24.30147 25.52188
H 15.46305 23.60466 27.75854
H 16.26275 24.62551 26.69032
H 17.03461 23.10729 27.18258
H 13.73653 22.23300 26.88112
H 15.21374 21.26948 27.26050
H 14.36846 20.97127 25.63596
H 16.60002 20.25763 25.66435
C 11.85185 14.40571 15.80048
C 13.05216 15.01051 16.49496
C 13.76777 15.86997 15.44709
C 12.55462 15.97342 17.63502
C 13.63953 16.40540 18.67942
C 14.16453 15.13439 19.26590
C 14.84088 14.24165 18.24086
C 16.10354 14.90744 17.64841
C 15.29834 12.88318 18.87276
N 13.84935 13.94548 17.17756
O 14.44741 13.17322 16.12998
H 12.06600 13.79873 14.86228
H 11.31507 13.68774 16.43608
H 11.15308 15.18337 15.52620
H 14.57007 16.49360 15.84050
H 14.22867 15.14965 14.81666
H 12.98294 16.46483 14.90368
H 12.13913 16.85621 17.17566
H 11.70403 15.52770 18.21353
H 14.39112 17.00491 18.10523
H 13.15503 17.06334 19.38839
H 13.30808 14.50534 19.71052
H 14.96981 15.27102 20.00561
H 16.62259 14.18762 17.03706
H 16.71432 15.25749 18.48912
H 15.81997 15.79329 17.07729
H 14.44427 12.46164 19.42083
H 16.05747 13.01196 19.58865
H 15.72057 12.22746 18.07422
H 13.94457 12.36440 16.19128
C 9.76139 20.10448 18.46833
C 11.08419 20.22737 17.78568
C 12.20201 19.61890 18.68617
C 11.08744 19.49038 16.42465
C 10.16079 20.15309 15.39148
C 10.57962 21.57269 15.23000
C 10.64386 22.37970 16.52869
C 11.45258 23.66522 16.28468
C 9.25989 22.76184 17.04453
N 11.52489 21.59076 17.45196
O 11.64974 22.25346 18.67816
H 9.88987 20.35682 19.52105
H 8.97620 20.77672 18.15924
H 9.44211 19.10602 18.38988
H 13.16991 19.72420 18.18043
H 12.24782 20.08880 19.67581
H 11.91866 18.56194 18.85331
H 12.11293 19.42146 16.08784
H 10.77995 18.47033 16.61948
H 10.21997 19.56129 14.43734
H 9.07384 20.20012 15.69511
H 9.94948 22.16282 14.52805
H 11.58646 21.62214 14.77789
H 11.07731 24.45027 16.96027
H 11.17846 24.11874 15.33769
H 12.53056 23.48705 16.37561
H 9.10237 23.65438 16.46229
H 9.36065 22.94881 18.13243
H 8.37470 22.11203 16.83110
H 12.59122 22.57061 18.75454
C 17.10305 20.61285 15.70629
C 16.16549 20.10441 16.76678
C 15.13408 19.18845 16.01684
C 16.87495 19.35125 17.86799
C 17.66380 20.25824 18.75706
C 16.84821 21.32191 19.38661
C 15.97736 22.11706 18.32275
C 14.89114 22.82656 19.06752
C 16.90819 23.12904 17.66503
N 15.35834 21.12211 17.45700
O 14.65779 21.87312 16.46039
H 17.89979 21.19079 16.13995
H 17.46393 19.81782 15.11270
H 16.57351 21.25739 14.99684
H 14.76942 19.70454 15.20727
H 15.71451 18.33411 15.76395
H 14.34090 18.99242 16.76040
H 16.20070 18.67252 18.51510
H 17.61914 18.67580 17.41385
H 18.24503 19.63533 19.45006
H 18.48795 20.74131 18.14716
H 17.51718 22.10853 19.86184
H 16.21042 20.80795 20.14691
H 14.43748 22.05196 19.67460
H 14.16438 23.35233 18.36611
H 15.30203 23.58236 19.72630
H 16.45777 23.44774 16.68524
H 17.88287 22.70072 17.47417
H 16.98070 24.04640 18.22078
H 13.73041 21.70198 16.71697
C 15.88347 17.87666 21.62141
C 14.77718 18.28553 22.54490
C 15.38049 18.34043 24.02108
C 14.17274 19.63131 21.95083
C 12.87306 20.05689 22.62195
C 11.83800 18.88800 22.58004
C 12.38964 17.60310 23.15148
C 12.46969 17.56830 24.69464
C 11.45690 16.49439 22.64668
N 13.71388 17.32276 22.49435
O 14.09998 15.96154 22.80898
H 16.47542 18.73120 21.35759
H 16.49847 17.04183 21.98214
H 15.41476 17.51486 20.64912
H 16.35996 18.88229 24.02959
H 14.64424 18.67385 24.74314
H 15.52566 17.27318 24.26281
H 14.97916 20.35373 22.04022
H 14.00571 19.29630 20.90582
H 13.17717 20.35950 23.61373
H 12.47369 20.95346 22.09552
H 11.48682 18.67407 21.57475
H 11.00134 19.22042 23.15911
H 12.85936 18.45412 25.19145
H 13.02571 16.72248 25.12253
H 11.50002 17.40308 25.18488
H 10.38032 16.76241 22.89779
H 11.72265 15.62066 23.25806
H 11.70171 16.25431 21.58224
H 14.04930 15.43296 21.99175
C 24.09055 20.26039 17.41366
C 23.33191 21.09463 18.42366
N 21.97286 21.39379 18.02309
C 22.02342 22.24354 16.80307
C 20.57932 22.40859 16.15400
C 21.24261 21.99466 19.11587
C 21.13584 21.09876 20.35240
H 23.55952 19.38947 17.00386
H 25.03262 19.96253 17.92727
H 24.41546 20.81526 16.54937
H 23.43416 20.57636 19.36312
H 23.93667 22.04079 18.41310
H 22.43903 23.20678 17.07682
H 22.60577 21.78240 16.02446
H 19.84396 22.99198 16.65948
H 20.71194 22.76168 15.14707
H 20.12015 21.44301 15.98132
H 20.22663 22.25488 18.76148
H 21.79586 22.95769 19.31205
H 20.52475 20.25335 19.95330
H 20.41116 21.50927 21.06860
H 21.96351 20.67981 20.90732
*
```